Entry 1:
# C3H8P2

C3H8P2 in the gas phase in a non-equilibrium geometry (the ωB97M-V functional and the def2-TZVPD basis, the Open Molecules 2025 dataset).

```
13
Properties=species:S:1:pos:R:3:mulliken_charge:R:1
C -0.523 0.364 -2.387 -1.152
C -0.548 0.193 -0.840 -0.507
P 0.972 -0.477 -0.034 -0.085
C 0.311 -0.366 1.493 -0.078
P 1.017 -0.924 3.074 -0.116
H 0.268 1.127 -2.613 0.308
H -0.420 -0.634 -2.914 0.333
H -1.519 0.417 -2.836 0.347
H -1.374 -0.522 -0.681 0.347
H -0.782 1.275 -0.524 0.322
H -0.939 -0.098 1.743 0.207
H 2.422 -0.812 3.025 0.027
H 1.116 0.457 3.492 0.048
```

Computed properties:
HOMO level	-0.3222	Ha
frontier orbital gap	8.9	eV
SMILES	CC/P=C/P
E_LUMO	0.10	eV

***

Entry 2:
# C3H8N4

C3H8N4 in the gas phase in a non-equilibrium geometry (the ωB97M-V functional and the def2-TZVPD basis, the Open Molecules 2025 dataset).

```
15
Properties=species:S:1:pos:R:3:mulliken_charge:R:1
C 1.368 -1.072 0.107 -0.848
N 0.127 -0.746 -0.586 -0.476
N -0.884 -0.125 0.253 0.417
N -2.144 -0.638 -0.007 -0.796
C -0.747 1.264 0.085 -0.805
C 0.477 1.696 -0.131 0.754
N 1.477 2.342 -0.017 -0.553
H 1.324 -0.904 1.186 0.312
H 2.182 -0.480 -0.321 0.173
H 1.637 -2.116 -0.082 0.352
H -0.292 -1.615 -0.919 0.417
H -2.878 0.069 -0.041 0.252
H -2.339 -1.429 0.601 0.215
H -1.600 1.904 0.255 0.285
H 2.294 1.848 -0.383 0.302
```

Computed properties:
HOMO level (spin up / spin down)	-0.2493 / -0.2493	Ha
frontier orbital gap (spin up / spin down)	7.4 / 7.4	eV
SMILES	CNN(N)C=C=N
E_LUMO (spin up / spin down)	0.64 / 0.64	eV

***

Entry 3:
# C10H8O2S

C10H8O2S in the gas phase in a non-equilibrium geometry (the ωB97M-V functional and the def2-TZVPD basis, the Open Molecules 2025 dataset).

```
21
Properties=species:S:1:pos:R:3:mulliken_charge:R:1
O 3.906 0.079 0.167 -0.629
C 2.463 0.006 -0.191 1.030
C 1.923 1.263 -0.325 -0.613
C 0.598 1.253 -0.334 -0.570
C -0.208 0.088 -0.192 0.472
C -1.720 0.126 -0.060 0.368
C -2.630 1.033 0.582 -0.709
C -3.906 0.512 0.568 -0.256
S -4.097 -0.983 -0.245 -0.143
C -2.428 -1.081 -0.479 -0.491
C 0.506 -1.096 0.107 -0.337
C 1.825 -1.154 0.164 -0.349
O 2.707 -2.110 0.460 -0.658
H 4.109 0.820 -0.715 0.385
H 2.433 2.137 -0.300 0.473
H 0.078 2.185 -0.554 0.346
H -2.499 2.003 0.962 0.416
H -4.730 0.817 1.284 0.352
H -1.941 -2.056 -0.942 0.239
H 0.033 -2.098 0.191 0.210
H 3.577 -1.746 -0.149 0.463
```

Computed properties:
HOMO level	-0.2941	Ha
frontier orbital gap	8.4	eV
SMILES	Oc1ccc(-c2ccsc2)cc1O
E_LUMO	0.40	eV

***

Entry 4:
# C4H8N2

C4H8N2 in the gas phase in a non-equilibrium geometry (the ωB97M-V functional and the def2-TZVPD basis, the Open Molecules 2025 dataset).

```
14
Properties=species:S:1:pos:R:3:mulliken_charge:R:1
H -3.060 0.965 -0.522 0.260
N -2.393 0.364 -1.016 -0.686
C -1.223 0.484 -0.520 0.086
C -0.404 -0.474 0.164 0.394
N -0.864 -1.623 0.725 -0.404
C 0.910 -0.179 -0.257 -0.441
C 1.737 0.983 0.245 -1.111
H -0.135 0.923 -1.087 0.078
H -0.212 -2.240 1.186 0.213
H -1.767 -1.967 0.428 0.265
H 1.534 -1.052 -0.478 0.340
H 1.113 1.848 0.481 0.374
H 2.283 0.697 1.151 0.314
H 2.481 1.271 -0.502 0.318
```

Computed properties:
HOMO level (spin up / spin down)	-0.2707 / -0.2707	Ha
frontier orbital gap (spin up / spin down)	7.3 / 7.3	eV
SMILES	[H]/N=C/C(N)=C\C
E_LUMO (spin up / spin down)	-0.04 / -0.04	eV

***

Entry 5:
# C34H43BGeO5Pd

A molecular structure, C34H43BGeO5Pd (the ωB97M-V functional and the def2-TZVPD basis, the Open Molecules 2025 dataset).

```
85
Properties=species:S:1:pos:R:3:mulliken_charge:R:1
Pd 0.541 -1.444 -0.044 -0.301
O -1.735 0.525 0.509 -0.300
C -0.969 -0.249 0.203 0.040
C 2.371 -6.569 4.448 -0.378
C 3.424 -5.910 3.810 -0.782
C 3.154 -4.851 2.979 -0.468
C 1.824 -4.391 2.799 0.867
C 0.769 -5.100 3.429 0.021
C 1.048 -6.171 4.244 -0.860
C 1.632 -3.259 1.958 0.381
C 0.494 -2.474 1.792 -0.525
C -0.548 -2.354 2.772 0.337
C -0.208 -2.220 4.136 0.141
C -1.191 -2.039 5.087 -0.989
C -2.529 -2.027 4.710 -0.499
C -2.883 -2.166 3.369 -0.945
C -1.904 -2.291 2.406 0.009
H 2.581 -7.412 5.093 0.421
H 4.441 -6.239 3.965 0.424
H 3.960 -4.334 2.472 0.438
H -0.256 -4.817 3.244 0.482
H 0.243 -6.716 4.718 0.442
H 2.493 -3.014 1.337 0.384
H 0.835 -2.227 4.426 0.519
H -0.919 -1.912 6.127 0.472
H -3.299 -1.902 5.459 0.433
H -3.927 -2.163 3.084 0.453
H -2.176 -2.392 1.362 0.505
O 1.431 -3.300 -1.172 -0.423
C 0.768 -3.931 -1.945 -0.019
O -0.414 -3.487 -2.434 -0.384
H 1.010 -4.931 -2.307 0.449
C 1.307 4.727 -1.196 -1.413
C 0.855 3.484 -1.956 -0.248
C 0.980 2.200 -1.138 1.523
C 2.422 1.785 -0.859 -1.116
Ge 2.639 0.133 0.185 0.172
C 2.844 0.276 2.134 -0.733
C 1.694 0.929 2.902 0.113
C 1.580 2.439 2.692 0.196
C 2.745 3.226 3.280 -1.508
H 1.178 5.627 -1.797 0.462
H 2.360 4.670 -0.921 0.321
H 0.727 4.852 -0.280 0.302
H 1.436 3.385 -2.880 0.341
H -0.192 3.611 -2.252 -0.141
H 0.479 1.378 -1.665 -1.103
H 0.429 2.327 -0.201 0.198
H 2.959 2.567 -0.317 0.423
H 2.956 1.632 -1.801 0.501
H 3.797 -0.713 -0.391 0.030
H 3.782 0.811 2.311 0.589
H 3.018 -0.743 2.490 0.139
H 1.833 0.741 3.972 0.468
H 0.749 0.444 2.632 -0.300
H 0.647 2.785 3.145 0.468
H 1.499 2.660 1.623 -0.457
H 2.843 3.035 4.350 0.356
H 2.600 4.298 3.148 0.433
H 3.696 2.969 2.810 0.322
C -3.439 3.117 -5.831 -1.566
C -3.410 2.832 -4.315 1.782
C -2.894 4.085 -3.569 -1.620
C -4.826 2.516 -3.836 -2.003
C -2.448 1.708 -4.051 0.704
C -1.066 1.881 -4.472 -0.360
C -0.092 0.939 -4.288 -1.632
C -0.509 -0.224 -3.653 1.191
O 0.210 -1.298 -3.334 -0.636
B -0.701 -2.197 -2.731 1.085
O -1.980 -1.650 -2.693 -0.551
C -1.870 -0.425 -3.244 0.417
C -2.840 0.519 -3.422 -0.911
H -4.140 3.931 -6.011 0.465
H -3.779 2.246 -6.392 0.397
H -2.471 3.429 -6.224 0.352
H -3.587 4.903 -3.763 0.526
H -1.908 4.402 -3.910 0.371
H -2.857 3.917 -2.492 0.349
H -5.472 3.364 -4.056 0.421
H -4.866 2.349 -2.758 0.418
H -5.246 1.648 -4.348 0.434
H -0.806 2.812 -4.956 0.470
H 0.932 1.080 -4.602 0.517
H -3.856 0.343 -3.104 0.697
```

Computed properties:
HOMO level (spin up / spin down)	-0.4430 / -0.5185	Ha
frontier orbital gap (spin up / spin down)	6.7 / 5.0	eV
net charge	+2
E_LUMO (spin up / spin down)	-5.35 / -9.13	eV
2S+1	5

***

Entry 6:
# C4H6ClFO

C4H6ClFO in the gas phase in a non-equilibrium geometry (the ωB97M-V functional and the def2-TZVPD basis, the Open Molecules 2025 dataset).

```
13
Properties=species:S:1:pos:R:3:mulliken_charge:R:1
C -0.836 0.589 1.935 -0.495
O -0.514 -0.747 2.005 -0.372
C 0.263 -1.333 1.069 -0.059
C 0.828 -1.145 -0.097 -0.059
C 0.707 0.088 -1.065 0.050
F 1.211 1.199 -0.448 -0.242
Cl -0.767 0.455 -1.625 -0.131
H 0.108 0.979 1.521 0.269
H -1.136 1.045 2.926 0.220
H -1.730 0.809 1.203 0.178
H 0.367 -2.491 1.260 0.170
H 1.482 -2.042 -0.480 0.173
H 1.384 -0.047 -1.868 0.299
```

Computed properties:
HOMO level	-0.3451	Ha
frontier orbital gap	10.2	eV
SMILES	CO/C=C\[C@H](F)Cl
E_LUMO	0.79	eV

***

Across the entries above, energy relative to the best compared isomer or geometry (same formula, charge and spin) takes the values 1.668; 5.836; 3.702; 4.784; 0.000; 1.860 eV, respectively.